No. 1
Formula: C21H43FN4O5P
Source: the Open Molecules 2025 dataset
Level of theory: ωB97M-V/def2-TZVPD

Each line ends with the Mulliken charge.
Cartesian coordinates (Å):
F: 5.584 1.900 3.485  -0.36
C: 4.203 2.255 3.171  -0.08
C: 4.217 3.087 1.803  -0.67
C: 3.170 2.568 0.697  0.53
C: 3.636 2.688 -0.870  -0.64
O: 2.393 2.365 -1.575  -0.60
P: 1.768 0.954 -0.702  1.28
C: 0.884 -0.521 0.162  -1.17
C: -0.663 -0.242 0.481  0.50
C: -0.949 0.243 1.990  -0.27
C: -2.315 1.138 2.118  -0.58
N: -2.102 2.294 1.168  0.38
C: -3.041 2.439 0.088  -0.28
C: -2.581 3.652 -0.752  -0.57
C: -1.303 4.180 -0.024  -0.40
C: -1.059 3.284 1.208  -0.30
O: 2.742 1.171 0.770  -0.44
H: 3.600 1.290 3.139  0.15
H: 3.791 2.900 4.023  0.20
H: 4.053 4.194 2.095  0.35
H: 5.284 3.048 1.375  0.21
H: 2.262 3.260 0.901  -0.15
H: 4.063 3.685 -1.223  0.29
H: 4.414 1.828 -0.908  0.26
H: 2.687 0.080 -1.383  -0.14
H: 0.737 0.965 -1.745  -0.12
H: 0.846 1.824 -0.011  -0.74
H: 1.399 -0.756 1.165  0.25
H: 0.975 -1.407 -0.563  0.27
H: -1.089 0.446 -0.324  0.03
H: -1.218 -1.249 0.367  -0.04
H: -0.057 0.911 2.284  0.05
H: -1.007 -0.676 2.687  0.23
H: -3.178 0.474 1.735  0.17
H: -2.487 1.532 3.174  0.22
H: -3.955 1.803 -0.154  0.28
H: -3.038 4.073 -1.704  0.31
H: -0.665 5.058 -0.351  0.30
H: -0.225 3.331 1.979  0.31
C: 3.242 -0.749 -6.210  -1.41
C: 3.248 -0.503 -4.723  0.92
O: 2.408 -0.983 -3.982  -0.58
N: 4.232 0.283 -4.209  -0.07
C: 5.312 0.940 -4.910  -0.96
H: 2.399 -1.392 -6.467  0.29
H: 3.131 0.197 -6.746  0.35
H: 4.164 -1.250 -6.512  0.36
H: 4.168 0.401 -3.205  0.13
H: 6.258 0.580 -4.498  0.30
H: 5.232 2.015 -4.732  0.28
H: 5.287 0.747 -5.981  0.38
C: -2.579 -2.350 -2.510  -1.17
C: -1.790 -3.315 -1.668  0.69
O: -0.948 -2.938 -0.869  -0.54
N: -2.039 -4.649 -1.817  -0.17
C: -2.987 -5.288 -2.702  -0.90
H: -2.268 -1.330 -2.279  0.20
H: -2.391 -2.536 -3.570  0.38
H: -3.645 -2.445 -2.292  0.35
H: -1.471 -5.232 -1.219  0.25
H: -3.683 -5.872 -2.095  0.29
H: -2.439 -5.962 -3.364  0.29
H: -3.544 -4.569 -3.299  0.34
C: -3.381 -2.496 3.847  -1.28
C: -4.632 -1.687 4.025  0.79
O: -5.249 -1.228 3.074  -0.66
N: -5.079 -1.467 5.293  -0.17
C: -4.498 -1.920 6.538  -0.82
H: -3.153 -2.583 2.784  0.20
H: -2.543 -1.999 4.341  0.38
H: -3.520 -3.500 4.254  0.46
H: -5.924 -0.914 5.331  0.24
H: -5.239 -2.530 7.061  0.27
H: -4.263 -1.044 7.146  0.27
H: -3.594 -2.505 6.382  0.33

As for the charge: -1. The largest force on an atom is 5.2 eV/A. For the HOMO energy, the calculation gives -3.503 eV. As for the orbital gap: 5.813 eV.

***

No. 2
Formula: C21H43GdN2OP3
Source: the Open Molecules 2025 dataset
Level of theory: ωB97M-V/def2-TZVPD

Each line ends with the Mulliken spin population.
Cartesian coordinates (Å):
Gd: 0.279 0.072 0.003  6.53
P: -1.748 -1.228 1.530  0.09
P: 1.992 -1.950 -0.477  0.19
P: -1.776 -0.116 -1.863  0.09
H: -0.610 4.133 1.462  0.00
C: -1.626 3.861 1.123  0.00
C: -2.445 3.111 1.870  0.00
H: -2.128 2.689 2.831  0.00
C: -1.667 -1.416 3.351  0.00
C: -1.704 -3.003 1.038  0.00
C: -3.532 -0.838 1.404  0.00
C: 3.369 -1.201 -1.433  0.01
C: 2.813 -2.890 0.835  0.00
C: 1.228 -3.192 -1.570  0.01
C: -3.201 1.010 -1.633  0.01
C: -2.697 -1.677 -2.088  0.00
C: -1.195 0.264 -3.546  0.00
H: -1.893 4.225 0.116  0.00
H: -3.476 2.894 1.572  0.00
H: -1.560 -0.437 3.835  0.00
H: -0.832 -2.058 3.665  0.00
H: -2.612 -1.872 3.678  0.00
H: -0.750 -3.458 1.343  0.00
H: -1.816 -3.132 -0.046  0.00
H: -2.538 -3.497 1.553  0.00
H: -3.691 0.218 1.662  0.00
H: -4.046 -1.481 2.131  0.00
H: -3.932 -1.026 0.403  0.00
H: 4.171 -1.913 -1.672  0.00
H: 3.785 -0.396 -0.812  0.00
H: 3.012 -0.733 -2.361  0.00
H: 3.653 -3.494 0.496  0.00
H: 2.080 -3.547 1.316  0.00
H: 3.179 -2.186 1.590  0.00
H: 1.925 -3.959 -1.920  0.00
H: 0.778 -2.704 -2.443  0.00
H: 0.419 -3.687 -1.018  0.00
H: -3.498 1.344 -2.634  0.00
H: -2.946 1.869 -0.997  0.00
H: -4.017 0.452 -1.162  0.00
H: -3.244 -1.554 -3.030  0.00
H: -3.399 -1.819 -1.255  0.00
H: -2.014 -2.533 -2.146  0.00
H: -2.046 0.165 -4.234  0.00
H: -0.408 -0.452 -3.826  0.00
H: -0.779 1.282 -3.592  0.00
C: 1.759 2.315 -2.181  0.01
C: 2.956 2.044 -2.825  0.00
C: 3.146 2.606 -4.094  0.00
C: 2.115 3.367 -4.673  0.00
C: 0.924 3.613 -3.992  0.00
C: 0.729 3.096 -2.716  0.00
O: 1.525 1.710 -0.916  0.02
H: 0.909 2.263 -0.414  0.00
H: 3.693 1.377 -2.350  0.00
H: 4.101 2.479 -4.591  0.00
H: 2.245 3.689 -5.700  0.00
H: 0.109 4.192 -4.415  0.00
H: -0.175 3.221 -2.109  0.00
C: 1.699 -1.137 5.213  0.00
N: 1.502 -0.227 4.090  0.00
C: 1.344 1.152 4.177  0.00
C: 1.121 1.607 2.915  0.00
N: 1.119 0.511 2.047  0.03
C: 1.351 -0.574 2.815  0.02
H: 2.702 -1.036 5.649  0.00
H: 0.955 -0.929 5.992  0.00
H: 1.566 -2.168 4.873  0.00
H: 1.372 1.679 5.114  0.00
H: 0.967 2.616 2.553  0.00
H: 1.406 -1.603 2.490  -0.01

As for the charge: +3. As for the expectation value of S²: 16.040. As for the multiplicity: 8. The largest force on an atom is 2.6 eV/A. For the HOMO energy (spin up / spin down), the calculation gives -17.034 / -17.025 eV. As for the orbital gap (spin up / spin down): 7.881 / 5.356 eV.

***

No. 3
Formula: C21H43HfN2P3SSe
Source: the Open Molecules 2025 dataset
Level of theory: ωB97M-V/def2-TZVPD

Each line ends with the Mulliken charge.
Cartesian coordinates (Å):
Hf: -0.674 -0.306 -0.182  0.00
P: 0.131 2.223 -0.588  0.87
P: -3.096 0.352 -0.498  1.12
P: 0.260 -0.462 -2.694  0.73
H: 4.232 0.036 2.664  0.52
C: 3.892 -0.211 1.654  -0.21
C: 4.180 0.674 0.512  -0.21
H: 3.887 1.716 0.547  0.43
C: 0.321 3.241 0.918  -1.14
C: -1.042 3.309 -1.498  -1.33
C: 1.678 2.705 -1.436  -0.98
C: -4.229 -0.992 0.011  -1.18
C: -3.793 1.792 0.387  -1.17
C: -3.593 0.626 -2.237  -1.30
C: 2.080 -0.691 -2.787  -1.26
C: -0.009 0.860 -3.942  -1.32
C: -0.281 -1.897 -3.701  -1.32
H: 4.325 -1.204 1.439  0.33
H: 4.788 0.308 -0.312  0.40
H: 1.111 2.834 1.559  0.30
H: -0.610 3.271 1.494  0.14
H: 0.594 4.263 0.619  0.58
H: -2.046 3.268 -1.063  0.33
H: -1.106 3.024 -2.553  0.32
H: -0.668 4.340 -1.429  0.55
H: 2.545 2.274 -0.924  -0.10
H: 1.749 3.802 -1.413  0.50
H: 1.703 2.379 -2.480  0.33
H: -5.244 -0.792 -0.357  0.48
H: -4.241 -1.069 1.105  0.39
H: -3.869 -1.950 -0.387  0.36
H: -4.725 2.128 -0.089  0.50
H: -3.085 2.628 0.399  0.26
H: -3.995 1.521 1.432  0.34
H: -4.688 0.637 -2.315  0.56
H: -3.197 -0.180 -2.867  0.35
H: -3.192 1.577 -2.609  0.33
H: 2.327 -1.082 -3.786  0.51
H: 2.400 -1.412 -2.022  0.34
H: 2.605 0.258 -2.621  0.36
H: 0.328 0.473 -4.913  0.50
H: 0.551 1.771 -3.711  0.43
H: -1.078 1.102 -4.005  0.34
H: 0.306 -1.898 -4.632  0.57
H: -1.349 -1.810 -3.942  0.37
H: -0.117 -2.829 -3.144  0.43
C: 0.311 -4.065 -0.063  0.51
C: 1.560 -3.701 0.462  0.43
C: 2.518 -4.693 0.728  -0.50
C: 2.240 -6.043 0.478  -0.56
C: 0.988 -6.407 -0.035  -0.68
C: 0.029 -5.426 -0.300  -0.50
Se: -1.092 -2.749 -0.502  0.00
H: 2.759 -0.260 1.651  -0.26
H: 1.779 -2.650 0.662  -0.02
H: 3.492 -4.419 1.134  0.33
H: 2.986 -6.815 0.680  0.42
H: 0.758 -7.456 -0.229  0.41
H: -0.950 -5.701 -0.691  0.41
C: -2.041 2.039 3.826  -0.83
N: -0.643 1.662 3.987  0.21
C: 0.269 2.343 4.778  -0.25
C: 1.439 1.668 4.725  -0.58
N: 1.238 0.595 3.872  0.15
C: -0.028 0.620 3.368  0.04
S: -0.772 -0.521 2.325  -0.32
H: -2.181 2.706 2.964  0.27
H: -2.647 1.139 3.686  0.36
H: -2.357 2.567 4.733  0.40
H: -0.015 3.233 5.308  0.50
H: 2.371 1.841 5.226  0.47
H: 1.922 -0.113 3.627  0.26

As for the charge: +4. The largest force on an atom is 3.3 eV/A. For the HOMO energy, the calculation gives -18.496 eV. As for the orbital gap: 3.001 eV.